[1]
Density functional theory data (wB97M-V/def2-TZVPD) for a molecular structure, C32H31BN12ReS.

XYZ file:
```
78
C32H31BN12ReS wB97M-V/def2-TZVPD
Re 0.025 -0.098 -0.166
C -1.523 2.789 -1.809
C -0.511 2.968 -0.729
C -0.022 4.167 -0.255
C 0.914 3.852 0.728
C 1.745 4.769 1.554
N 0.973 2.523 0.824
N 0.099 1.951 -0.060
B 1.840 1.614 1.724
N 0.906 0.740 2.570
N -0.081 -0.018 1.979
C -0.837 -0.501 3.013
C -2.072 -1.345 2.962
C -0.305 -0.072 4.211
C 0.796 0.716 3.898
C 1.708 1.443 4.823
N 2.713 0.735 0.825
N 2.141 -0.022 -0.167
C 3.171 -0.472 -0.935
C 3.106 -1.270 -2.200
C 4.367 -0.031 -0.401
C 4.044 0.734 0.710
C 4.953 1.473 1.628
H -1.705 3.751 -2.284
H -1.189 2.098 -2.579
H -2.479 2.429 -1.428
H -0.299 5.152 -0.587
H 1.514 5.800 1.299
H 1.554 4.625 2.617
H 2.807 4.602 1.377
H 2.520 2.284 2.427
H -2.730 -1.131 2.125
H -1.838 -2.410 2.969
H -2.642 -1.147 3.868
H -0.682 -0.295 5.194
H 1.454 1.193 5.850
H 2.748 1.170 4.650
H 1.618 2.522 4.701
H 2.139 -1.254 -2.692
H 3.830 -0.858 -2.902
H 3.399 -2.307 -2.029
H 5.352 -0.226 -0.789
H 5.984 1.212 1.403
H 4.841 2.551 1.509
H 4.753 1.225 2.669
N 0.090 -0.114 -2.094
C 0.088 -0.049 -3.269
C 0.086 0.002 -4.625
C 1.280 0.380 -5.293
N 2.285 0.682 -5.764
C -1.108 -0.350 -5.310
N -2.094 -0.669 -5.808
S -4.400 1.052 0.268
C -2.750 0.862 0.552
N -2.106 0.014 -0.227
C -2.992 -0.561 -1.156
C -2.693 -1.530 -2.120
C -3.706 -1.962 -2.947
C -5.010 -1.462 -2.829
C -5.328 -0.533 -1.866
C -4.303 -0.092 -1.028
H -2.242 1.425 1.322
H -1.702 -1.946 -2.204
H -3.494 -2.703 -3.706
H -5.779 -1.818 -3.501
H -6.338 -0.162 -1.757
N -3.559 -5.111 1.577
C -2.585 -4.763 1.082
C -1.373 -4.260 0.500
C -0.355 -5.087 0.042
C 0.757 -4.486 -0.522
C 0.826 -3.107 -0.581
N -0.145 -2.300 -0.117
C -1.232 -2.885 0.395
H -0.439 -6.163 0.120
H 1.573 -5.075 -0.913
H 1.687 -2.619 -1.004
H -2.039 -2.239 0.688
```

Properties
gap between HOMO and LUMO (spin up / spin down): 5.47 / 6.92 eV
energy above the lowest of the compared OMol25 structures with the same formula, charge and spin: 0.0 kJ/mol
charge: +2
2S+1: 2
expectation value of S²: 1.131

Atom charges from the Löwdin analysis, given in e for atoms 1 to 8: 1.61, 0.00, -0.28, 0.06, -0.22, 0.01, 0.05, -0.09

---

[2]
Density functional theory data (wB97M-V/def2-TZVPD) for a molecular structure, C32H31BrN4OPTa in a non-equilibrium geometry.

XYZ file:
```
71
C32H31BrN4OPTa wB97M-V/def2-TZVPD
Ta -0.168 -1.262 -0.784
Br 5.958 4.374 2.069
C 5.360 2.896 3.077
C 4.132 2.320 2.768
C 3.689 1.228 3.483
C 4.461 0.722 4.539
C 5.679 1.329 4.855
C 6.139 2.398 4.113
N 4.018 -0.286 5.398
N 3.181 -1.139 5.119
C 2.686 -1.492 3.877
C 3.500 -1.997 2.879
C 2.969 -2.352 1.635
C 1.645 -2.117 1.358
O 1.063 -2.271 0.146
C 0.795 -1.600 2.355
N -0.487 -1.292 1.996
C -1.326 -0.918 2.942
C -0.965 -0.838 4.294
C 0.345 -1.040 4.652
C 1.277 -1.404 3.663
H 3.533 2.741 1.972
H 2.726 0.792 3.252
H 6.257 0.921 5.674
H 7.091 2.856 4.341
H 4.556 -2.133 3.067
H 3.608 -2.783 0.875
H -2.334 -0.671 2.633
H -1.714 -0.595 5.033
H 0.672 -0.946 5.680
C -4.062 -1.215 -0.346
P -2.756 -0.959 -1.592
C -2.946 -2.338 -2.751
C -2.253 -3.526 -2.513
C -2.434 -4.618 -3.346
C -3.313 -4.527 -4.416
C -4.000 -3.344 -4.661
C -3.818 -2.246 -3.834
C -3.102 0.574 -2.474
C -3.974 1.531 -1.966
C -4.184 2.707 -2.673
C -3.512 2.937 -3.864
C -2.618 1.990 -4.356
C -2.407 0.813 -3.662
H -5.030 -1.177 -0.846
H -4.019 -0.450 0.430
H -3.937 -2.197 0.109
H -1.587 -3.621 -1.652
H -1.898 -5.539 -3.159
H -3.466 -5.384 -5.058
H -4.680 -3.275 -5.498
H -4.350 -1.322 -4.024
H -4.499 1.370 -1.033
H -4.879 3.443 -2.294
H -3.680 3.853 -4.412
H -2.091 2.176 -5.282
H -1.716 0.069 -4.043
C -0.297 2.889 -1.251
C 0.712 1.725 -1.264
C 1.574 1.745 -2.536
C 1.622 1.801 -0.021
N -0.005 0.483 -1.219
H 0.219 3.823 -1.038
H -1.052 2.715 -0.485
H -0.794 2.967 -2.218
H 2.275 2.576 -2.506
H 0.949 1.845 -3.424
H 2.134 0.811 -2.612
H 2.079 2.787 0.043
H 2.414 1.052 -0.098
H 1.037 1.613 0.883
```

Properties
gap between HOMO and LUMO: 4.29 eV
energy above the lowest of the compared OMol25 structures with the same formula, charge and spin: 195.7 kJ/mol
charge: +2

Atom charges from the Löwdin analysis, given in e for atoms 1 to 8: 1.76, 0.79, -0.68, -0.12, -0.01, -0.25, 0.01, -0.10

---

[3]
Density functional theory data (wB97M-V/def2-TZVPD) for a molecular structure, C32H31N8O9W in a non-equilibrium geometry.

XYZ file:
```
81
C32H31N8O9W wB97M-V/def2-TZVPD
W -0.022 0.356 -0.092
C 3.350 1.924 -2.828
O 3.403 0.645 -3.425
C 3.095 -0.439 -2.671
C 3.634 -1.655 -3.093
C 3.418 -2.824 -2.391
C 2.623 -2.827 -1.255
C 2.012 -1.644 -0.851
C 1.055 -1.551 0.302
N -0.275 -1.683 -0.014
N -1.119 -2.092 0.994
C -1.431 -1.162 1.840
O -0.882 0.029 1.721
C -2.474 -1.374 2.847
C -3.250 -2.534 2.839
C -4.307 -2.658 3.721
C -4.601 -1.635 4.612
C -3.824 -0.486 4.630
C -2.765 -0.356 3.753
C 2.246 -0.436 -1.544
O 1.631 0.674 -1.070
H 3.805 2.602 -3.546
H 3.919 1.940 -1.893
H 2.324 2.243 -2.623
H 4.246 -1.649 -3.983
H 3.879 -3.739 -2.726
H 2.450 -3.739 -0.705
H 1.368 -1.976 1.272
H -3.014 -3.312 2.131
H -4.909 -3.554 3.714
H -5.438 -1.736 5.287
H -4.047 0.306 5.328
H -2.159 0.537 3.754
C -3.638 -1.668 -0.856
C -3.478 -0.235 -0.526
N -2.331 0.427 -0.376
C -2.682 1.762 -0.174
C -4.070 1.876 -0.187
N -4.520 0.599 -0.400
C -5.028 2.990 0.007
O -4.521 4.192 0.188
O -6.211 2.747 0.009
C -1.628 2.747 -0.054
O -1.842 3.960 0.076
O -0.423 2.208 -0.123
H -2.693 -2.192 -0.754
H -3.987 -1.759 -1.884
H -4.375 -2.129 -0.202
H -5.507 0.383 -0.456
H -3.527 4.251 0.143
C -0.110 2.705 2.801
C 1.198 2.223 2.293
N 1.423 1.198 1.477
C 2.792 1.076 1.379
C 3.384 2.040 2.129
N 2.368 2.751 2.696
H -0.933 2.262 2.241
H -0.176 3.789 2.731
H -0.221 2.417 3.847
H 3.255 0.301 0.798
H 4.416 2.271 2.282
H 2.467 3.539 3.316
O -3.246 4.662 -4.645
C -1.924 4.663 -5.119
N -1.252 3.588 -4.437
C -0.719 2.538 -5.107
O -0.486 2.559 -6.293
C -0.468 1.298 -4.286
C -0.289 0.103 -4.992
C -0.265 -1.088 -4.276
C -0.404 -1.057 -2.907
N -0.477 0.095 -2.191
C -0.494 1.255 -2.905
H -3.740 5.378 -5.056
H -1.427 5.618 -4.889
H -1.861 4.458 -6.196
H -1.519 3.513 -3.468
H -0.196 0.142 -6.065
H -0.153 -2.036 -4.777
H -0.458 -1.967 -2.323
H -0.538 2.174 -2.324
```

Properties
gap between HOMO and LUMO (spin up / spin down): 6.46 / 6.46 eV
energy above the lowest of the compared OMol25 structures with the same formula, charge and spin: 39.4 kJ/mol
charge: +1

Atom charges from the Löwdin analysis, given in e for atoms 1 to 8: 1.88, -0.06, -0.06, -0.21, 0.01, -0.07, -0.03, -0.18

---

[4]
Density functional theory data (wB97M-V/def2-TZVPD) for 5 unconnected molecules or ions with the total composition C32H32B3F3IO15P in a non-equilibrium geometry.

XYZ file:
```
87
C32H32B3F3IO15P wB97M-V/def2-TZVPD
C -8.288 1.657 -2.872
C -7.045 2.266 -3.520
O -6.157 2.664 -2.468
C -4.906 3.115 -2.963
C -4.268 4.016 -1.892
O -2.892 3.627 -1.604
B -2.735 2.706 -0.604
O -3.295 1.413 -0.645
B -2.294 0.440 -0.649
C -2.374 -0.832 -1.550
C -2.446 -0.527 -3.054
O -1.174 -0.128 -3.570
C -1.033 1.250 -3.785
C -1.386 1.651 -5.226
F -2.405 0.910 -5.733
F -0.327 1.532 -6.082
F -1.780 2.962 -5.260
O -1.162 0.653 0.185
B -0.829 1.970 0.413
P 1.012 2.595 0.632
O 0.804 3.776 1.757
I 1.403 3.818 -1.460
O -1.844 2.939 0.461
H -8.050 0.652 -2.503
H -8.601 2.265 -2.014
H -9.099 1.591 -3.607
H -7.287 3.159 -4.114
H -6.523 1.521 -4.138
H -4.250 2.246 -3.136
H -5.040 3.670 -3.901
H -4.859 3.947 -0.971
H -4.197 5.049 -2.237
H -3.287 -1.393 -1.291
H -1.514 -1.481 -1.352
H -3.207 0.228 -3.291
H -2.728 -1.442 -3.593
H -1.675 1.850 -3.121
H 0.007 1.531 -3.590
H -0.092 4.137 1.751
O 0.652 -3.195 -2.231
C 1.483 -3.782 -2.894
C 2.439 -4.706 -2.251
C 3.359 -5.348 -2.968
C 3.458 -5.162 -4.437
O 4.292 -5.747 -5.094
C 2.493 -4.231 -5.078
C 1.574 -3.589 -4.362
H 2.342 -4.817 -1.179
H 4.073 -6.029 -2.522
H 2.586 -4.110 -6.150
H 0.862 -2.902 -4.801
O 3.243 -3.956 0.488
C 3.625 -2.833 0.753
C 4.837 -2.657 1.581
C 5.269 -1.448 1.916
C 4.556 -0.229 1.471
O 4.963 0.864 1.799
C 3.342 -0.395 0.628
C 2.904 -1.612 0.291
H 5.329 -3.566 1.903
H 6.147 -1.291 2.530
H 2.854 0.534 0.333
H 2.019 -1.770 -0.315
O 3.645 6.172 5.762
C 3.414 4.983 5.798
C 3.931 4.061 4.758
C 3.673 2.757 4.803
C 2.856 2.169 5.892
O 2.618 0.980 5.931
C 2.337 3.090 6.935
C 2.597 4.394 6.891
H 4.523 4.509 3.970
H 4.038 2.066 4.052
H 1.744 2.640 7.720
H 2.231 5.086 7.639
O -1.485 -2.313 4.725
C -0.443 -2.894 4.509
C 0.485 -3.248 5.613
C 1.630 -3.882 5.375
C 2.029 -4.265 3.997
O 3.077 -4.835 3.783
C 1.100 -3.914 2.892
C -0.044 -3.277 3.132
H 0.176 -2.958 6.609
H 2.324 -4.146 6.163
H 1.404 -4.193 1.893
H -0.734 -3.006 2.343
```

Properties
gap between HOMO and LUMO: 7.40 eV
charge: 0
SMILES string: CCOCCOB1OB(CCOCC(F)(F)F)OB(P(O)I)O1.O=C1C=CC(=O)C=C1.O=C1C=CC(=O)C=C1.O=C1C=CC(=O)C=C1.O=C1C=CC(=O)C=C1

Atom charges from the Löwdin analysis, given in e for atoms 1 to 8: -0.07, -0.27, -0.16, -0.18, -0.08, 0.10, -0.71, 0.32

---

[5]
Density functional theory data (wB97M-V/def2-TZVPD) for a molecular structure, C32H32BN11O2W.

XYZ file:
```
79
C32H32BN11O2W wB97M-V/def2-TZVPD
W -0.067 1.470 -1.430
C -0.193 -0.978 1.346
C -1.169 0.143 1.292
C -2.195 0.434 2.172
C -2.760 1.615 1.716
N -2.115 2.005 0.617
N -1.130 1.100 0.332
B -2.205 3.404 -0.079
N -2.469 3.158 -1.608
C -3.275 3.741 -2.481
C -3.018 3.253 -3.765
C -1.992 2.353 -3.628
C -1.286 1.564 -4.676
N -1.646 2.296 -2.291
N -0.779 4.006 0.013
C -0.336 5.126 0.571
C 1.033 5.231 0.353
C 1.393 4.119 -0.369
C 2.759 3.793 -0.862
N 0.275 3.346 -0.593
N -3.283 4.205 0.538
C -4.641 4.084 0.389
C -5.235 4.762 1.408
C -4.163 5.274 2.189
C -4.243 6.114 3.417
N -3.003 4.918 1.673
H -0.221 -1.432 2.335
H 0.825 -0.623 1.172
H -0.434 -1.753 0.618
H -2.479 -0.129 3.044
H -3.568 2.210 2.113
H -3.984 4.488 -2.160
H -3.518 3.536 -4.675
H -1.070 2.204 -5.530
H -1.920 0.749 -5.029
H -0.344 1.142 -4.325
H -1.026 5.765 1.099
H 1.680 6.027 0.678
H 3.411 4.640 -0.666
H 2.771 3.590 -1.930
H 3.173 2.931 -0.335
H -5.087 3.505 -0.404
H -6.290 4.888 1.579
H -4.555 7.128 3.164
H -3.275 6.163 3.910
H -4.977 5.710 4.114
C 3.012 -9.658 3.230
O 3.289 -8.244 3.433
C 3.209 -7.391 2.472
C 3.556 -6.042 2.834
C 3.527 -5.067 1.909
C 3.127 -5.375 0.555
C 2.801 -6.735 0.211
C 2.833 -7.721 1.137
N 3.065 -4.506 -0.426
N 3.510 -3.301 -0.246
C 2.994 -2.227 -0.757
C 3.878 -1.080 -0.837
C 3.468 0.112 -1.303
C 2.107 0.304 -1.722
O 1.680 1.457 -2.253
C 1.187 -0.771 -1.653
N -0.107 -0.501 -2.040
C -0.951 -1.555 -2.255
C -0.542 -2.835 -2.050
C 0.745 -3.101 -1.514
C 1.626 -2.076 -1.267
H 3.128 -10.106 4.209
H 3.739 -10.072 2.534
H 1.993 -9.785 2.871
H 3.866 -5.868 3.855
H 3.831 -4.058 2.153
H 2.543 -6.941 -0.820
H 2.598 -8.740 0.868
H 4.910 -1.241 -0.557
H 4.162 0.930 -1.442
H -1.953 -1.307 -2.578
H -1.221 -3.649 -2.259
H 1.025 -4.124 -1.308
```

Properties
gap between HOMO and LUMO (spin up / spin down): 5.39 / 5.16 eV
energy above the lowest of the compared OMol25 structures with the same formula, charge and spin: 12.9 kJ/mol
charge: +3
2S+1: 2
expectation value of S²: 0.919

Atom charges from the Löwdin analysis, given in e for atoms 1 to 8: 1.87, 0.00, -0.28, 0.04, 0.02, 0.04, -0.08, -0.64

---

[6]
Density functional theory data (wB97M-V/def2-TZVPD) for a molecular structure, C32H32BrN2O2S2Tl in a non-equilibrium geometry.

XYZ file:
```
72
C32H32BrN2O2S2Tl wB97M-V/def2-TZVPD
Tl 1.228 0.289 0.911
O 0.299 -5.010 0.093
C 0.157 -5.178 -1.142
C 0.095 -6.504 -1.705
C -0.068 -6.662 -3.074
C -0.365 -5.581 -3.880
C -0.349 -4.299 -3.367
C 0.170 -4.050 -2.096
C 0.560 -2.630 -1.700
O 1.014 -2.570 -0.359
N 1.625 -2.092 -2.569
N 2.138 -0.908 -2.097
C 2.933 -0.234 -2.825
C 3.438 1.059 -2.418
Br 4.015 1.151 -0.614
C 3.535 2.181 -3.228
C 3.341 3.599 -2.792
C 2.711 4.133 -1.595
C 2.334 5.462 -1.527
C 2.634 6.367 -2.547
C 3.391 5.960 -3.635
C 3.641 4.567 -3.776
H 0.766 -3.510 -0.009
H 0.354 -7.298 -1.022
H 0.034 -7.603 -3.598
H -0.475 -5.798 -4.964
H -0.690 -3.492 -3.934
H -0.366 -1.994 -1.787
H 1.430 -2.170 -3.635
H 3.208 -0.562 -3.860
H 3.528 2.145 -4.356
H 2.474 3.408 -0.743
H 1.806 5.718 -0.605
H 2.255 7.400 -2.459
H 3.600 6.622 -4.449
H 4.217 4.250 -4.669
C -2.828 0.910 3.907
C -3.326 -0.509 3.615
C -4.260 -0.508 2.363
C -2.162 -1.499 3.558
C -2.251 -2.639 2.755
C -1.179 -3.467 2.591
C 0.059 -3.256 3.374
C 1.305 -3.963 3.031
C 0.025 -2.176 4.233
C -1.009 -1.290 4.392
H -3.612 1.612 3.737
H -1.964 1.170 3.214
H -2.417 0.960 4.945
H -3.892 -0.880 4.489
H -3.742 -0.680 1.413
H -4.785 0.469 2.275
H -4.951 -1.320 2.499
H -3.190 -2.773 2.230
H -1.192 -4.354 1.951
H 1.828 -4.337 3.950
H 2.011 -3.242 2.621
H 1.162 -4.785 2.341
H 0.905 -2.032 4.847
H -1.092 -0.543 5.160
S 0.880 3.168 1.752
C -0.612 3.796 1.142
C -0.845 5.151 1.316
C -1.870 5.879 0.707
C -2.875 5.165 0.034
C -2.731 3.787 -0.180
C -1.616 3.074 0.386
S -1.521 1.298 0.294
H 0.016 5.800 1.719
H -1.906 6.956 0.740
H -3.625 5.718 -0.565
H -3.358 3.176 -0.800
```

Properties
gap between HOMO and LUMO: 5.09 eV
energy above the lowest of the compared OMol25 structures with the same formula, charge and spin: 151.8 kJ/mol
charge: -2

Atom charges from the Löwdin analysis, given in e for atoms 1 to 8: 0.43, -0.09, -0.39, -0.04, -0.16, -0.18, -0.10, -0.08

---

Quick rundown of molecular weight, same order as above: 812.770, 779.453, 855.487, 903.901, 797.335, 825.041 g/mol